No. 1
Formula: C5H12N2
Source: OMol25
Level of theory: the ωB97M-V functional and the def2-TZVPD basis

## Properties
Total charge   0
E   -307.1311 a.u.

Positions of all 19 atoms, in Å:
C1 -0.43549 0.65484 -0.52622
C2 -0.07810 -0.29573 -1.67694
C3 1.02204 -1.14229 -1.25117
C4 2.09936 -1.28554 -1.97683
N1 -1.43062 0.18239 0.45229
C5 -1.22858 0.94055 1.77130
N2 -0.02954 0.72348 2.56861
H1 0.53144 0.79204 -0.08664
H2 -0.90576 1.63508 -0.79609
H3 0.08591 0.15307 -2.74262
H4 -0.99396 -1.03586 -1.79092
H5 1.10631 -1.37779 -0.20478
H6 3.07232 -1.57444 -1.46659
H7 2.13139 -0.82443 -3.03334
H8 -1.40490 -0.80614 0.73458
H9 -1.42293 1.92888 1.46639
H10 -2.05622 0.62408 2.35099
H11 0.18458 -0.27407 2.63009
H12 -0.24727 0.98187 3.57789

=====

No. 2
Formula: C4H41NO16
Source: OMol25
Level of theory: the ωB97M-V functional and the def2-TZVPD basis

## Properties
Total charge   0
E   -1435.5436 a.u.

Positions of all 62 atoms, in Å:
C1 0.29009 0.00098 0.13790
C2 -0.16834 -0.64097 -0.94438
N1 0.61784 -0.84126 -2.08124
C3 0.20492 -1.53008 -3.31827
C4 1.18066 -2.67361 -3.54151
H1 -0.19860 0.13622 1.09193
H2 1.32784 0.31710 0.16178
H3 -1.09379 -1.20167 -0.85072
H4 1.27531 -0.11455 -2.31359
H5 -0.84156 -1.83757 -3.24991
H6 0.17296 -0.77673 -4.12821
H7 2.19498 -2.40270 -3.86221
H8 1.33606 -3.15229 -2.55537
H9 0.79275 -3.41315 -4.22344
H10 -1.28613 2.14230 -3.79027
H11 -2.44451 2.21049 -2.76601
O1 -2.19770 1.84459 -3.64182
H12 -3.58426 -2.28778 0.78251
H13 -2.14800 -2.35817 1.05169
O2 -2.90692 -2.95369 0.99369
H14 3.54772 4.06175 -0.75569
H15 3.17855 2.61373 -0.36099
O3 3.75081 3.14285 -0.94442
H16 2.24645 -3.45893 -0.54894
H17 1.62341 -2.08626 -0.40325
O4 1.98395 -2.82123 0.12257
H18 0.82888 3.94005 -0.70190
H19 0.87648 4.05538 -2.20771
O5 1.31253 4.37277 -1.41132
H20 0.31839 -1.38944 3.48834
H21 -0.17164 -0.11249 4.03642
O6 0.67211 -0.60316 3.99629
H22 3.31039 1.89727 -3.60230
H23 2.75759 2.01841 -2.20187
O7 2.49498 1.77419 -3.10818
H24 -2.97504 0.54105 3.33199
H25 -3.00770 -0.98254 3.63858
O8 -2.84344 -0.32473 2.93198
H26 1.67588 -0.15310 2.74800
H27 2.20051 -0.98493 1.50429
O9 2.50591 -0.50886 2.28699
H28 -3.83965 -0.15271 -2.12873
H29 -2.52799 0.40875 -2.58242
O10 -2.89219 -0.31504 -2.00751
H30 3.36668 2.54229 2.06875
H31 2.82020 1.16817 1.70538
O11 2.77575 2.11422 1.44201
H32 -2.87846 -3.25230 2.95024
H33 -1.73045 -2.47821 2.89308
O12 -2.32048 -2.73501 3.61090
H34 1.63741 -2.35549 3.34506
H35 1.28125 -3.22649 2.12045
O13 1.02896 -3.03776 3.03669
H36 -1.12252 3.00786 3.41565
H37 0.05028 1.92079 3.88931
O14 -0.38363 2.43626 3.21246
H38 -3.05503 0.60013 -0.50227
H39 -3.17500 0.19386 1.07401
O15 -3.60716 0.60553 0.30720
H40 -0.99853 1.71704 -0.58945
H41 -1.87658 3.03710 -0.81518
O16 -1.36314 2.34178 -1.23705

=====

No. 3
Formula: C5H10O
Source: OMol25
Level of theory: the ωB97M-V functional and the def2-TZVPD basis

## Properties
Total charge   0
E   -271.5972 a.u.

Positions of all 16 atoms, in Å:
O1 -1.61366 -1.56880 1.42303
C1 0.13778 -0.99529 1.21503
C2 -0.15749 -0.11295 0.15665
C3 -0.00572 1.41212 0.18274
C4 0.76037 1.31063 -1.16217
C5 0.40206 -0.19486 -1.26919
H1 -1.73325 -2.44999 1.02781
H2 0.24637 -0.62931 2.23334
H3 0.61486 -1.95508 1.01883
H4 -1.40265 -0.75177 0.52747
H5 0.56342 1.82913 1.02217
H6 -0.95071 1.96211 0.10331
H7 0.39803 1.95136 -1.97139
H8 1.83579 1.47607 -1.04445
H9 1.25031 -0.87422 -1.42049
H10 -0.34551 -0.40916 -2.04268

=====

The evaluated Kohn-Sham gap for the records listed, in turn: 10.1 8.6 8.9 eV.
The evaluated relative energy (zero: lowest compared OMol25 entry of this formula, charge and spin) for the records listed, in turn: 257.9 257.2 408.2 kJ/mol.
The evaluated E_HOMO for the records listed, in turn: -0.332 -0.320 -0.292 Ha.